DFT (the ωB97M-V functional and the def2-TZVPD basis) results for 2 unconnected molecules or ions with the total composition C3H3Br.

## Properties
LUMO (alpha / beta): -0.23 / -0.27 eV
F_max: 2.7 eV/Å
Total energy: -2689.87195 hartree

Structure (XYZ):
```
7
Properties=species:S:1:pos:R:3:lowdin_charge:R:1
H -1.530 -1.118 -0.125 0.0912
C -0.557 -0.726 -0.189 -0.0822
C 0.141 0.469 0.239 -0.7571
H -0.801 2.383 -0.584 0.1108
C 0.755 -0.690 -0.447 -0.0476
Br 0.439 0.993 2.062 0.5602
H 1.554 -1.312 -0.956 0.1246
```